# 1
Formula: H20NO13
Source: OMol25
Level of theory: wB97M-V/def2-TZVPD

The geometry in XYZ format:
```
34
Properties=species:S:1:pos:R:3:forces:R:3:nbo_charge:R:1
N -0.107240 0.235320 -0.002026 4.85 -2.59 -3.04 0.7300
O 0.427404 1.003278 -0.862333 -1.92 1.34 0.68 -0.5616
O -0.794095 -0.730276 -0.465890 -0.41 1.63 1.73 -0.5890
O 0.513780 0.065418 1.041257 -2.00 1.53 0.84 -0.4697
O 1.811215 -2.091275 -1.310084 -2.43 -1.53 -0.07 -0.9194
H 0.977776 -1.573517 -1.267988 0.82 0.53 -0.08 0.4682
H 1.290977 -2.947336 -1.407094 1.67 1.02 0.05 0.4449
O -2.357733 -2.198970 -1.344376 -1.35 1.48 1.37 -0.9213
H -2.013390 -2.731669 -0.609769 -0.55 0.82 0.47 0.4589
H -1.909175 -1.278540 -1.234971 -0.89 -1.86 -0.29 0.5204
O -1.793633 1.627585 -3.098573 -3.17 0.16 1.33 -0.9300
H -1.289263 1.666401 -2.300815 1.93 -0.11 0.67 0.4744
H -2.665420 1.653585 -2.564893 1.33 -0.10 -1.98 0.4526
O 2.081439 -1.272676 2.526172 -8.41 -5.21 -2.00 -0.9435
H 1.557529 -0.661938 1.914307 0.06 -2.12 0.97 0.4787
H 2.688746 -0.708659 2.586695 8.99 6.68 1.70 0.4348
O -0.989529 3.401808 1.137879 -1.53 2.42 -1.45 -0.9593
H -0.373087 3.092189 0.516373 1.37 -0.64 -1.16 0.4624
H -0.927274 2.878783 1.888972 0.15 -1.52 2.39 0.4858
O 2.828990 0.837198 -2.443158 0.94 2.20 -1.54 -0.9386
H 2.090345 0.852959 -1.852230 -0.92 -0.26 0.70 0.4814
H 2.795869 1.759204 -2.849909 0.09 -1.91 0.72 0.4516
O -1.292657 1.756587 3.295740 2.78 -0.24 -4.24 -0.9761
H -1.128250 0.933102 2.711867 -0.15 1.70 1.04 0.5059
H -1.774067 1.365675 3.938835 -2.56 -1.53 3.46 0.4597
O -1.595763 -0.864777 2.562293 -6.02 11.24 -11.92 -0.8842
H -1.597653 -1.451372 1.855840 -0.03 -1.05 -2.73 0.4747
H -1.359898 -1.318440 3.147801 5.89 -10.41 14.74 0.4284
O 2.641884 2.499877 0.771340 2.01 1.47 0.43 -0.9526
H 1.968862 2.026042 0.334681 -1.37 -1.10 -1.00 0.4815
H 3.234939 2.846203 0.072625 -0.65 -0.49 0.59 0.4634
O -1.040026 -3.611581 -2.658304 1.81 -1.39 1.38 -0.9847
H -1.583167 -3.101622 -1.962301 0.47 -0.27 -2.43 0.4558
H -0.318434 -3.958566 -2.067964 -0.81 0.09 -1.32 0.4163
```
Positions in Å, forces in eV/Å.

Output
molecular weight: 242.15 g/mol
relative energy (zero: lowest compared OMol25 entry of this formula, charge and spin): 144.89 kcal per mole
F_max: 19.0 eV Å⁻¹
total charge: -1
LUMO energy: 0.08611 Eh

***

# 2
Formula: C21H38BrFNO10PS2
Source: OMol25
Level of theory: wB97M-V/def2-TZVPD

The geometry in XYZ format:
```
75
Properties=species:S:1:pos:R:3:forces:R:3:mulliken_charge:R:1
C -3.101383 0.999834 -3.162755 0.08 0.54 0.28 -1.1792
C -2.207991 2.250321 -3.229178 0.41 0.02 0.08 -0.6298
C -1.244458 2.310728 -2.036057 -1.28 -1.43 -0.23 0.7855
F -1.689694 3.221626 -1.116660 0.50 0.23 -0.12 -0.3370
O 0.099326 2.519860 -2.445694 0.31 0.57 0.70 -0.3230
C 0.872936 3.271031 -1.591607 1.04 2.01 0.38 0.2667
O 0.843474 4.481936 -1.591237 -0.22 -1.35 -0.43 -0.5126
N 1.805199 2.589514 -0.730955 -2.44 -1.04 1.24 0.5154
C 1.234034 1.250375 -0.437003 0.51 -0.88 -0.56 -1.0440
O 2.019899 0.523654 0.490676 -0.43 0.10 -0.25 -0.6309
C 1.215534 -0.495726 1.025104 0.69 0.40 -0.36 0.1092
C 0.591168 -0.218364 2.214595 -0.10 0.34 0.50 0.1859
C -0.248093 -1.142480 2.810744 -0.05 0.85 0.21 0.6920
C -0.913170 -0.769716 4.112006 0.08 -0.07 0.38 -1.2913
C -0.425246 -2.341093 2.154292 -0.82 -0.53 0.79 -1.0427
C 0.207389 -2.614667 0.967224 -0.07 -0.50 -0.43 -0.3701
C 1.049562 -1.699971 0.357356 0.34 -0.02 -0.38 0.7228
C 1.727360 -1.975182 -0.974777 -0.31 -0.68 -0.47 0.3907
C 2.230656 -3.437397 -1.102739 0.10 0.66 0.63 -1.5345
C 0.780762 -1.734632 -2.184465 0.71 0.47 -0.20 -1.0960
P 1.996116 3.635480 0.689426 1.45 1.72 -0.39 0.0534
O 2.987306 2.798142 1.704438 -1.12 0.00 -0.43 -0.4054
Br -0.011282 3.711061 1.801122 0.13 -0.62 -0.03 -0.2686
H -3.792683 0.990064 -4.009059 0.22 -0.22 0.03 0.4161
H -3.716626 1.047321 -2.255194 0.13 -0.11 -0.12 0.3012
H -2.491802 0.091152 -3.119124 -0.23 0.05 -0.19 0.2809
H -2.836922 3.145826 -3.188698 0.26 -0.02 -0.18 0.3588
H -1.589122 2.264469 -4.132810 -0.29 0.03 0.02 0.2604
H -1.290036 1.329447 -1.536274 0.23 0.27 0.12 -0.0791
H 0.207701 1.317739 -0.043456 0.22 0.21 0.01 0.7755
H 1.218112 0.695008 -1.381556 -0.08 0.22 0.10 0.3196
H 0.742464 0.750688 2.684662 0.05 -0.10 -0.16 0.2014
H -0.402194 -1.276543 4.941323 -0.24 -0.01 -0.08 0.2990
H -0.826774 0.303562 4.317116 0.06 -0.16 -0.20 0.3202
H -1.979992 -1.010334 4.160714 0.20 -0.21 -0.12 0.1958
H -1.103813 -3.061274 2.610040 0.14 -0.05 -0.23 0.4797
H 0.020678 -3.570196 0.485986 0.01 0.11 0.09 0.2626
H 2.606018 -1.325457 -1.050587 -0.26 0.07 -0.04 0.3592
H 3.079954 -3.566106 -0.422487 -0.11 -0.24 -0.17 0.4145
H 2.545831 -3.647691 -2.128409 -0.03 0.01 0.16 0.4270
H 1.437167 -4.128742 -0.806404 0.21 -0.05 -0.24 0.2636
H 1.414890 -1.534551 -3.061102 -0.19 -0.16 0.08 0.3736
H 0.181498 -2.619706 -2.421884 -0.09 0.21 0.26 0.4215
H 0.153662 -0.844177 -2.072804 -0.16 -0.33 0.08 -0.0509
H 2.585266 2.856627 2.584128 0.26 -0.24 0.07 0.3041
C -7.040851 -1.098738 3.086104 0.04 -0.26 -0.13 -1.0032
C -6.456889 -1.125408 4.485263 0.06 0.56 -0.45 -0.1858
O -6.681175 -2.383892 5.148377 0.03 -0.17 0.14 -0.2687
S -5.805677 -3.637646 4.697241 -0.42 0.05 0.45 1.1789
C -6.252513 -4.707803 6.021660 -0.04 0.00 0.12 -0.9627
O -4.420652 -3.295674 4.806403 0.11 0.04 -0.26 -0.5887
O -6.340459 -4.165450 3.481593 0.23 -0.02 -0.16 -0.6064
H -6.525232 -1.797954 2.428878 0.02 0.03 0.01 0.3056
H -6.949749 -0.101062 2.655378 -0.01 0.04 0.10 0.3855
H -8.092562 -1.385534 3.103899 -0.01 0.08 0.03 0.2699
H -5.390373 -0.892110 4.474457 0.02 -0.18 0.05 0.1937
H -6.945839 -0.369940 5.098207 -0.03 -0.23 0.21 0.2614
H -5.876324 -4.294813 6.953703 0.00 0.02 -0.02 0.3147
H -5.795002 -5.674861 5.823782 0.04 0.04 -0.07 0.3679
H -7.334793 -4.805569 6.044244 0.01 0.02 -0.04 0.3361
C 3.894270 2.167516 -3.011966 0.27 -0.38 -0.15 -0.4820
C 4.785561 3.219043 -3.642492 -0.75 0.03 -0.05 -0.7108
O 6.184333 2.921748 -3.471989 0.24 0.00 -0.03 -0.2602
S 6.819750 1.763935 -4.363905 0.21 0.41 0.41 1.2198
C 8.506778 2.096995 -3.986040 0.08 0.07 0.04 -0.9468
O 6.572257 2.054969 -5.742426 -0.16 -0.19 -0.07 -0.6433
O 6.465060 0.497550 -3.803143 -0.07 -0.14 -0.23 -0.5998
H 3.990097 1.209990 -3.524806 0.00 0.03 -0.04 0.4631
H 2.851755 2.472090 -3.063786 0.05 0.12 -0.07 0.0786
H 4.167827 2.006252 -1.970266 -0.06 0.08 0.02 0.2613
H 4.556035 3.351347 -4.701638 0.18 -0.08 -0.03 0.3774
H 4.616999 4.178069 -3.154750 0.31 0.01 0.03 0.2778
H 8.772432 3.073555 -4.381601 -0.03 0.00 0.00 0.3205
H 9.103444 1.320821 -4.460633 -0.08 -0.03 -0.03 0.3728
H 8.638812 2.061114 -2.907728 -0.04 -0.01 -0.01 0.3115
```
Positions in Å, forces in eV/Å.

Output
molecular weight: 658.54 g/mol
F_max: 2.9 eV Å⁻¹
SMILES string: CC[C@H](F)OC(=O)N(COc1cc(C)ccc1C(C)C)P(O)Br.CCOS(C)(=O)=O.CCOS(C)(=O)=O
LUMO energy: 0.01199 Eh